A) A 3-piece molecular cluster, C4H10O3 overall. Source: OMol25; level of theory: ωB97M-V with the def2-TZVPD basis set.

Expectation value of S²: 0.78
LUMO (spin up / spin down) (eV): -5.1 / -7.3
Spin multiplicity: 2
Orbital gap (spin up / spin down) (Ha): 0.342 / 0.285
E_HOMO (spin up / spin down) (eV): -14.38 / -15.10
Net charge: +1

```
17
Properties=species:S:1:pos:R:3:lowdin_charge:R:1
C 2.1409 -0.1646 -2.5220 0.170
C 1.2845 0.3693 -1.6001 -0.086
C 0.1217 -0.1839 -1.0615 0.006
C -0.1490 -1.5502 -1.1367 -0.070
O -0.9446 -2.2012 -0.3893 0.197
H 2.8252 0.4290 -3.1040 0.096
H 2.0422 -1.1780 -2.8557 0.079
H 1.4212 1.4012 -1.2912 0.128
H -0.4279 0.4356 -0.3630 0.125
H 0.2707 -2.1744 -1.9138 0.155
H -1.1867 -1.8727 0.5047 0.135
H -0.7388 -0.4324 1.5014 0.006
H -1.6644 0.4418 2.2011 0.026
O -1.5336 -0.5145 2.0500 -0.045
H -1.6215 2.7825 2.7970 0.058
H -0.7740 2.3313 4.0312 0.062
O -1.0659 2.0813 3.1519 -0.042
```

---

B) A 3-piece molecular cluster, C4H10O3 overall. Source: OMol25; level of theory: ωB97M-V with the def2-TZVPD basis set.

Expectation value of S²: 0.77
LUMO (spin up / spin down) (eV): -4.3 / -7.7
Spin multiplicity: 2
Orbital gap (spin up / spin down) (Ha): 0.382 / 0.266
E_HOMO (spin up / spin down) (eV): -14.73 / -14.95
Net charge: +1

```
17
Properties=species:S:1:pos:R:3:lowdin_charge:R:1
C -3.0389 0.2714 -0.8789 0.143
C -2.2630 -0.7160 -1.4000 -0.114
C -0.8804 -0.5723 -1.7466 0.054
C -0.0084 -0.1520 -0.7467 -0.060
O 1.2655 -0.3507 -0.9015 0.174
H -4.1067 0.1695 -0.7788 0.092
H -2.5254 1.1678 -0.5775 0.083
H -2.6302 -1.7343 -1.5246 0.133
H -0.5545 -0.7408 -2.7623 0.150
H -0.4033 0.2082 0.2006 0.153
H 1.7426 -0.1031 -0.0880 0.089
H 3.5813 0.3017 1.8074 0.060
H 3.6798 0.3030 0.2330 0.074
O 3.2020 0.6460 1.0089 -0.032
H 0.8602 -0.0950 2.1230 -0.011
H 1.1729 1.1579 3.0122 0.043
O 0.9066 0.2388 3.0198 -0.031
```

---

A) (31.2 kJ/mol below the next structure)

---

A) A 2-piece molecular cluster, C2H7NO overall. Source: OMol25; level of theory: ωB97M-V with the def2-TZVPD basis set.

LUMO (eV): 0.4
SMILES string: C=O.CN
Orbital gap (Ha): 0.349
E_HOMO (eV): -9.08

```
11
Properties=species:S:1:pos:R:3:lowdin_charge:R:1
C 1.2133 0.2310 0.5191 -0.238
N 1.4575 1.4348 -0.2389 -0.090
H 1.9590 0.1975 1.3834 0.077
H 1.1375 -0.6294 -0.1605 0.051
H 0.1707 0.3645 1.0858 0.097
H 1.9970 1.2942 -1.0496 0.032
H 0.4983 1.7751 -0.4666 0.071
O -2.1925 0.0675 -0.4674 -0.061
C -2.1058 -1.1587 -0.2603 -0.130
H -3.0454 -1.7978 -0.0651 0.090
H -1.0897 -1.7787 -0.2800 0.101
```

---

B) One molecule with the formula C2H7NO. Source: OMol25; level of theory: ωB97M-V with the def2-TZVPD basis set.

LUMO (eV): 0.8
SMILES string: NCCO
Orbital gap (Ha): 0.396
E_HOMO (eV): -9.93

```
11
Properties=species:S:1:pos:R:3:lowdin_charge:R:1
C -0.4374 0.5175 0.3710 -0.345
C -0.1695 -0.8917 -0.0586 -0.266
H -0.1221 1.5208 -1.3645 0.102
H 1.0421 1.3540 -0.4950 0.048
H -1.5836 0.6764 0.2657 0.143
H -0.1907 0.5125 1.4659 0.120
H -0.5584 -1.0563 -1.0567 0.104
H -0.8047 -1.4961 0.6025 0.109
H 1.5187 -1.3006 0.7843 0.117
N 0.0952 1.6350 -0.3324 -0.017
O 1.2103 -1.4715 -0.1822 -0.115
```

---

B) (62.4 kJ/mol below the next structure)

---

A) One molecule with the formula C3H4ClFO. Source: OMol25; level of theory: ωB97M-V with the def2-TZVPD basis set.

LUMO (eV): 0.5
SMILES string: O=C[C@H](Cl)CF
Orbital gap (Ha): 0.401
E_HOMO (eV): -10.38

```
10
Properties=species:S:1:pos:R:3:lowdin_charge:R:1
C 0.2101 1.1036 0.2933 -0.221
C -0.5567 -0.2953 0.2935 -0.628
C 0.4182 -1.2257 -0.4253 -0.289
H 1.1532 0.7886 0.6755 0.098
H -0.3106 1.8315 0.9367 0.126
H -0.6385 -0.7416 1.2704 0.106
H -0.0719 -1.9113 -1.1515 0.118
O 1.6039 -1.0666 -0.4970 0.073
F 0.3391 1.7317 -0.9183 -0.024
Cl -2.1468 -0.2148 -0.4773 0.640
```

---

B) One molecule with the formula C3H4ClFO. Source: OMol25; level of theory: ωB97M-V with the def2-TZVPD basis set.

LUMO (eV): 0.7
SMILES string: OC/C=C(/F)Cl
Orbital gap (Ha): 0.385
E_HOMO (eV): -9.76

```
10
Properties=species:S:1:pos:R:3:lowdin_charge:R:1
C 1.6757 -0.4194 0.3590 -0.255
C 0.6123 0.6535 0.2449 -0.076
C -0.6830 0.4844 0.0538 -0.782
H 2.7076 -0.0620 -1.2845 0.112
H 1.3498 -1.4096 0.0131 0.108
H 1.9604 -0.5615 1.3578 0.099
H 0.9362 1.6663 0.4631 0.127
O 2.8999 -0.0475 -0.3043 -0.090
F -1.4830 1.4941 -0.1097 0.040
Cl -1.5551 -1.0007 -0.0632 0.718
```

---

C) One molecule with the formula C3H4ClFO. Source: OMol25; level of theory: ωB97M-V with the def2-TZVPD basis set.

LUMO (eV): -0.3
SMILES string: C[C@@](F)(Cl)C=O
Orbital gap (Ha): 0.391
E_HOMO (eV): -10.91

```
10
Properties=species:S:1:pos:R:3:lowdin_charge:R:1
C -0.0358 0.9937 -0.6744 -0.069
C -0.3987 -0.0790 0.1783 -0.907
C 0.5799 -1.1603 0.5253 -0.176
H 0.1759 0.6374 -1.7405 0.129
H 0.9625 1.1768 -0.1752 0.122
H -0.7211 1.8688 -0.6611 0.115
H 0.3583 -1.9052 1.3733 0.154
O 1.7355 -1.1302 -0.0532 0.011
F -0.7229 0.6079 1.3407 -0.052
Cl -1.9335 -1.0099 -0.1132 0.671
```

---

A) (11.9 kJ/mol below the next structure)

---

A) A 2-piece molecular cluster, C5H9N2O overall. Source: OMol25; level of theory: ωB97M-V with the def2-TZVPD basis set.

LUMO (spin up / spin down) (eV): -5.3 / -5.3
Orbital gap (spin up / spin down) (Ha): 0.299 / 0.299
E_HOMO (spin up / spin down) (eV): -13.43 / -13.43
Net charge: +1

```
17
Properties=species:S:1:pos:R:3:lowdin_charge:R:1
C -0.4364 -0.7534 0.1028 0.004
C -1.7703 -1.1017 0.2982 -0.077
C 0.3403 0.3779 -0.2689 -0.063
C -2.8633 -0.2509 0.2957 -0.100
C -0.0336 1.5951 -0.3459 -0.149
N 3.0176 0.4097 0.6399 0.001
N -2.8231 1.0691 0.4073 0.170
O -0.2912 2.7331 -0.4687 0.238
H 0.1863 -1.6772 0.0287 0.142
H -2.1832 -2.0855 0.4683 0.115
H 1.3762 0.3143 0.0442 0.056
H -3.7473 -0.8820 0.0914 0.156
H 3.9952 0.0320 0.3952 0.100
H 2.6828 -0.1760 1.3641 0.012
H -3.6915 1.5949 0.4812 0.139
H -1.9608 1.5727 0.8839 0.181
H 3.0154 1.3275 1.1517 0.075
```

---

B) An isolated ion of composition C5H9N2O and charge +1. Source: OMol25; level of theory: ωB97M-V with the def2-TZVPD basis set.

LUMO (eV): -5.2
SMILES string: C=[N+](C)CCN=C=O
Orbital gap (Ha): 0.350
E_HOMO (eV): -14.71
Net charge: +1

```
17
Properties=species:S:1:pos:R:3:lowdin_charge:R:1
C -2.7593 -0.1091 0.1323 -0.379
C -0.7674 -1.6554 0.1857 -0.099
C 0.1597 -0.8185 -0.6671 -0.142
C -0.7707 1.3632 -0.8357 0.201
C 0.7777 0.9444 0.8343 0.030
N -2.1361 -1.0986 0.2428 0.160
N 0.0750 0.5310 -0.3837 -0.159
O -3.2724 0.9208 0.1341 0.182
H -0.9312 -2.6802 -0.1111 0.137
H -0.4480 -1.4955 1.2107 0.114
H 1.1974 -1.1139 -0.5554 0.151
H -0.1970 -0.9023 -1.7671 0.186
H -0.7712 2.2898 -0.3440 0.120
H -1.5630 1.1560 -1.4680 0.113
H 1.9625 1.0332 0.7930 0.167
H 0.3551 1.9149 1.1744 0.118
H 0.5893 0.1302 1.5403 0.099
```

---

B) (42.1 kJ/mol below the next structure)

---

A) A 2-piece molecular cluster, C5H9N2O overall. Source: OMol25; level of theory: ωB97M-V with the def2-TZVPD basis set.

LUMO (spin up / spin down) (eV): -4.6 / -4.6
Orbital gap (spin up / spin down) (Ha): 0.292 / 0.292
E_HOMO (spin up / spin down) (eV): -12.54 / -12.54
Net charge: +1

```
17
Properties=species:S:1:pos:R:3:lowdin_charge:R:1
C 0.6982 1.1592 2.0907 -0.007
C 0.9400 -0.2068 1.8892 -0.044
C 0.1482 2.0801 1.2146 -0.065
C 0.4805 -1.0073 0.8227 -0.103
C -0.5422 1.9748 0.1000 -0.076
N -1.2583 2.1054 -0.8346 0.302
N -0.4253 -1.9574 -2.4562 0.062
O 0.0301 -0.5131 -0.3014 0.005
H 1.0065 1.6567 2.9636 0.114
H 1.6362 -0.7353 2.5383 0.114
H 0.0426 2.9956 1.6556 0.106
H 0.6236 -2.0617 0.8860 0.126
H -2.1197 2.3476 -1.3036 0.140
H -0.8876 -1.8085 -3.3329 0.063
H -0.2675 -1.1503 -1.1411 0.087
H 0.5543 -1.9376 -2.6776 0.061
H -0.6598 -2.9415 -2.1132 0.114
```

---

B) A 2-piece molecular cluster, C5H9N2O overall. Source: OMol25; level of theory: ωB97M-V with the def2-TZVPD basis set.

LUMO (eV): -3.3
Orbital gap (Ha): 0.362
E_HOMO (eV): -13.11
Net charge: +1

```
17
Properties=species:S:1:pos:R:3:lowdin_charge:R:1
C -2.1866 -1.3447 -1.9673 0.085
C -1.9369 -2.2940 -1.2756 0.023
C 0.6628 1.0777 0.4900 -0.101
C 2.5010 2.4144 0.1104 0.024
C 0.2453 -0.1878 0.6062 -0.348
N 1.9960 1.2571 0.1768 -0.017
N -1.1402 -0.5772 0.8805 0.236
O 1.0087 -1.2792 0.4993 0.105
H -2.3970 -0.4928 -2.5467 0.051
H -1.7463 -3.2153 -0.8001 0.063
H -0.0171 1.9212 0.5958 0.129
H 1.9587 3.3399 0.3128 0.092
H 3.5409 2.4895 -0.1676 0.084
H -1.5303 -1.1128 0.0176 0.077
H -1.7214 0.2400 1.0888 0.179
H -1.1573 -1.2268 1.6813 0.187
H 1.9198 -1.0091 0.2979 0.132
```

---

C) An isolated ion of composition C5H9N2O and charge +1. Source: OMol25; level of theory: ωB97M-V with the def2-TZVPD basis set.

LUMO (eV): -3.4
SMILES string: C=CC[N+]#CNCO
Orbital gap (Ha): 0.382
E_HOMO (eV): -13.82
Net charge: +1

```
17
Properties=species:S:1:pos:R:3:lowdin_charge:R:1
C -2.9471 -0.7468 0.4470 0.020
C 3.0486 -0.5085 -0.5026 -0.129
C -2.5661 0.3697 -0.1101 -0.171
C 0.7151 -0.4889 -0.1521 -0.076
C -1.2804 0.8584 -0.7404 -0.176
N 1.7581 -1.1560 0.1622 0.115
N -0.1299 0.2043 -0.4034 0.228
O 3.1852 0.6533 0.2723 -0.022
H -3.9788 -0.7403 0.7453 0.070
H -2.4593 -1.6745 0.3140 0.057
H 3.8157 -1.2956 -0.2524 0.148
H 2.8376 -0.3718 -1.6234 0.165
H -3.2995 1.2865 -0.0053 0.150
H -1.1975 1.9881 -0.4062 0.178
H -1.4254 0.8662 -1.8315 0.148
H 1.9563 -1.5397 1.0893 0.175
H 3.8919 0.6191 0.9355 0.121
```

---

A) (90.3 kJ/mol below the next structure)

---

A) One molecule with the formula C5H8N2O2S. Source: OMol25; level of theory: ωB97M-V with the def2-TZVPD basis set.

LUMO (spin up / spin down) (eV): 0.6 / 0.6
Orbital gap (spin up / spin down) (Ha): 0.255 / 0.269
E_HOMO (spin up / spin down) (eV): -6.39 / -6.69

```
18
Properties=species:S:1:pos:R:3:lowdin_charge:R:1
C -0.9080 -2.1062 0.9209 -0.185
C 0.5203 -1.6554 -0.7676 -0.400
C -2.0966 1.8481 0.3647 -0.084
C 1.9355 -1.5617 -0.9954 -0.436
C -1.4224 -0.4402 -0.4855 -0.373
N -1.6887 -1.1068 0.5841 0.140
N -1.7840 0.8663 -0.6293 -0.021
O -0.4940 -0.9123 -1.4347 0.069
O 0.2694 -2.2372 0.3557 0.063
S 2.8665 -0.3487 0.1421 0.631
H -1.1969 -2.8272 1.6679 0.124
H -1.2545 2.5614 0.3632 0.083
H -2.9170 2.4575 0.0732 0.065
H -2.1280 1.2414 1.3169 0.106
H 2.2653 -1.1695 -2.0059 0.091
H 2.4390 -2.5775 -0.7969 0.110
H -2.0074 1.1785 -1.6152 0.167
H 2.9797 -1.1381 1.2546 -0.152
```

---

B) C5H8N2O2S as an isolated structure. Source: OMol25; level of theory: ωB97M-V with the def2-TZVPD basis set.

LUMO (eV): 0.4
Orbital gap (Ha): 0.374
E_HOMO (eV): -9.75

```
18
Properties=species:S:1:pos:R:3:lowdin_charge:R:1
C -0.6396 -2.0984 -0.7478 -0.107
C -0.7946 -0.9365 0.3590 -0.291
C 0.5832 -0.2013 0.1204 -0.204
C 0.0545 1.3394 0.1117 -0.313
C 0.3638 2.1283 1.3796 -0.026
N -1.8429 0.0731 0.0442 0.064
N -1.3611 1.1731 -0.1265 0.038
O 0.3131 -0.1611 -2.5362 -0.300
O 2.0097 -1.6530 -1.6507 -0.315
S 0.7214 -1.0304 -1.4722 0.686
H -0.0835 -2.9621 -0.3703 0.095
H -1.4112 -2.3420 -1.4595 0.091
H -1.0874 -1.5242 1.2975 0.159
H 1.3086 -0.4557 0.7454 0.075
H 0.4653 1.7451 -0.8010 0.128
H -0.3790 2.8531 1.5786 0.068
H 1.3270 2.6490 1.3918 0.091
H 0.4527 1.4036 2.1360 0.061
```

---

B) (111.1 kJ/mol below the next structure)

---

A) C2H6N2S as an isolated structure. Source: OMol25; level of theory: ωB97M-V with the def2-TZVPD basis set.

LUMO (eV): 0.4
Orbital gap (Ha): 0.338
E_HOMO (eV): -8.80

```
11
Properties=species:S:1:pos:R:3:lowdin_charge:R:1
C 0.9636 -1.0865 -0.1994 -0.232
C 0.4003 1.0893 0.0332 -0.329
H 0.1646 -1.4614 0.5761 0.062
H 0.7119 -0.8625 -1.2818 0.119
H 1.8043 -1.7794 0.0917 0.085
H 0.8295 2.2140 -0.4153 0.178
H -1.2747 2.0614 0.3912 0.203
H -1.7197 -0.9504 1.1589 -0.059
N 1.3071 0.1930 0.0050 -0.101
N -1.0510 0.9000 -0.2108 -0.585
S -2.1360 -0.3175 -0.1488 0.660
```

---

B) One molecule with the formula C2H6N2S. Source: OMol25; level of theory: ωB97M-V with the def2-TZVPD basis set.

LUMO (eV): 0.9
SMILES string: [H]/N=C/NSC
Orbital gap (Ha): 0.360
E_HOMO (eV): -8.88

```
11
Properties=species:S:1:pos:R:3:lowdin_charge:R:1
C -1.5140 -1.0167 -0.5155 -0.459
C 1.2002 0.7036 0.6052 -0.454
H -2.2730 -0.4277 0.1216 0.066
H -0.7960 -1.5796 0.0056 -0.007
H -2.1542 -1.6884 -1.1248 0.046
H -0.2024 2.0317 0.1032 0.068
H 1.5078 1.4257 1.3999 0.129
H 2.7672 -0.3641 0.7435 0.041
N 0.1312 1.1120 -0.0852 -0.278
N 1.8785 -0.2999 0.2291 0.040
S -0.5455 0.1034 -1.4826 0.809
```

---

B) (370.8 kJ/mol below the next structure)

---

A) One molecule with the formula C2H6N2S. Source: OMol25; level of theory: ωB97M-V with the def2-TZVPD basis set.

LUMO (eV): 0.7
SMILES string: N/N=C\CS
Orbital gap (Ha): 0.357
E_HOMO (eV): -8.98

```
11
Properties=species:S:1:pos:R:3:lowdin_charge:R:1
C 0.8488 1.0735 -0.2321 -0.256
C -0.5090 0.9475 0.4651 -0.525
H 0.5054 -1.3673 0.2195 -0.029
H 2.0955 -1.7453 -0.0677 0.081
H 1.0957 2.0170 -0.7498 0.104
H -0.4194 0.7530 1.5509 0.080
H -1.0397 1.8779 0.2799 0.055
H -2.5948 -0.3655 0.5464 -0.136
N 1.4517 -1.0736 0.3035 -0.002
N 1.7161 0.1415 -0.2304 -0.073
S -1.4910 -0.4232 -0.2305 0.701
```

---

B) One molecule with the formula C2H6N2S. Source: OMol25; level of theory: ωB97M-V with the def2-TZVPD basis set.

LUMO (eV): 0.0
SMILES string: C/N=C\NS
Orbital gap (Ha): 0.341
E_HOMO (eV): -9.31

```
11
Properties=species:S:1:pos:R:3:lowdin_charge:R:1
C 1.1690 -1.2004 -0.3570 -0.191
C 0.8135 1.1177 0.0983 -0.390
H 0.7272 -1.9110 0.3931 0.051
H 0.2194 -1.0601 -1.0322 -0.005
H 1.9906 -1.5457 -0.7429 -0.011
H 0.9549 2.1400 0.6397 0.129
H -1.0313 1.8948 -0.7006 0.107
H -1.7139 -0.1728 1.5191 -0.069
N 1.5946 0.0924 0.5040 -0.002
N -0.3946 1.0460 -0.5532 -0.315
S -1.3401 -0.4261 0.1138 0.695
```

---

A) (227.7 kJ/mol below the next structure)